Record 1
A structure of composition C17H18AuBF3N3O7S. Source: the Open Molecules 2025 dataset; level of theory: ωB97M-V/def2-TZVPD.

The geometry in XYZ format:
```
51
C17H18AuBF3N3O7S | the Open Molecules 2025 dataset | ωB97M-V/def2-TZVPD
Au 0.5613 0.5157 -0.3861
F -1.2164 -0.3400 6.4120
C 0.0026 -0.0814 5.8511
C 0.1190 -0.1852 4.4804
C 1.3701 0.0247 3.8564
C 1.4944 -0.0640 2.4327
O 0.4228 -0.1957 1.7228
C 2.8306 -0.0533 1.9349
C 3.8853 0.1654 2.7697
N 3.7311 0.4779 4.0928
C 4.8876 0.7760 4.8699
C 5.9161 1.6988 4.2975
C 5.0476 2.1637 5.4257
C 2.4837 0.3407 4.6756
C 2.3218 0.4938 6.0379
C 1.0655 0.2817 6.6599
N 1.0351 0.4405 8.0754
C -0.2323 0.5287 8.7699
C 0.0922 1.0254 10.1989
N 1.4561 1.6064 10.1299
C 2.4691 0.5295 9.9942
C 1.9677 -0.3691 8.8396
C 3.2184 -0.3789 0.5064
O 4.3760 -0.7132 0.3302
O 2.3506 -0.3125 -0.4296
H -0.7323 -0.4402 3.8719
H 4.8939 0.0764 2.4002
H 5.2378 -0.0543 5.4798
H 5.7263 2.1145 3.3214
H 6.9570 1.4903 4.4860
H 4.2770 2.8807 5.1907
H 5.4815 2.2901 6.4065
H 3.1628 0.7775 6.6503
H -0.7621 -0.4323 8.8204
H -0.8714 1.2397 8.2436
H 0.0962 0.2020 10.9147
H -0.6232 1.7783 10.5298
H 1.6642 2.2443 10.8994
H 1.4794 2.0857 9.2088
H 2.5655 -0.0197 10.9314
H 3.4279 0.9901 9.7494
H 1.4869 -1.2760 9.2313
H 2.7928 -0.6843 8.2027
F -2.3414 -0.7735 -1.7805
B -2.5819 -1.0315 -0.5051
F -2.8652 -2.3045 -0.2769
O -3.4613 1.9753 -0.3599
S -2.2642 1.4554 0.2041
O -2.5659 -0.1562 0.4681
O -1.1582 1.4410 -0.7927
O -1.8709 1.9691 1.4708
```

Computed properties:
Spin multiplicity: 1
Orbital gap, eV: 4.32
Energy, hartree: -2207.9420
Total charge: 0

Record 2
An isolated molecule of C17H18BBrN2O4S. Source: the Open Molecules 2025 dataset; level of theory: ωB97M-V/def2-TZVPD.

The geometry in XYZ format:
```
44
C17H18BBrN2O4S | the Open Molecules 2025 dataset | ωB97M-V/def2-TZVPD
O 0.6603 -1.4368 -2.1743
O -0.1598 1.5901 0.5335
Br 6.8596 2.8403 0.8760
O -3.2925 -2.3783 0.6368
O -1.3314 -2.6351 -0.7016
S -3.3633 1.0528 2.9224
B -2.2277 -1.8127 0.0136
C 1.6989 -1.0669 -1.6551
C -0.2284 1.0985 -0.5743
C 2.4681 -3.3442 -1.3144
C -4.7467 0.7361 3.8898
C 2.7363 -2.0438 -1.2442
C -5.7359 0.1676 3.1504
C -5.4049 -0.0288 1.7835
C -4.1472 0.3912 1.5067
C 5.3309 1.6896 -1.1814
C 4.2356 1.9311 0.9206
C 4.2287 1.0489 -1.6867
C 3.1078 1.3337 0.4344
C 5.3404 2.0756 0.1379
C 3.0955 0.8423 -0.8861
N 1.9047 0.3212 -1.4559
N -1.2996 0.3098 -0.9220
C 0.8335 1.3025 -1.5957
C -3.4981 0.4147 0.1516
C -2.1344 -0.2389 0.1191
H -3.1982 -3.3073 0.3729
H -0.6137 -2.1961 -1.2092
H 1.4759 -3.7313 -1.4706
H 3.1861 -4.0912 -1.0146
H -4.8171 0.9766 4.9286
H 3.6650 -1.6647 -0.8958
H -6.6943 -0.1587 3.5297
H -6.1017 -0.4393 1.0542
H 6.2182 1.8958 -1.7814
H 4.2137 2.2852 1.9541
H 4.2083 0.6417 -2.6894
H 2.2412 1.1868 1.0942
H -1.2124 -0.3614 -1.7398
H 1.2486 2.3183 -1.5641
H 0.4175 1.1669 -2.5737
H -4.1232 -0.0931 -0.5721
H -3.4427 1.4566 -0.1767
H -1.6019 -0.0454 1.0692
```

Computed properties:
Spin multiplicity: 1
SMILES: C=CC(=O)N(CC(=O)N[C@@H](Cc1cccs1)B(O)O)c1ccc(Br)cc1
Orbital gap, eV: 8.25
Energy, hartree: -4066.2455
Total charge: 0

Record 3
A structure of composition C17H18F3MgNO3STe. Source: the Open Molecules 2025 dataset; level of theory: ωB97M-V/def2-TZVPD.

The geometry in XYZ format:
```
45
C17H18F3MgNO3STe | the Open Molecules 2025 dataset | ωB97M-V/def2-TZVPD
Mg -1.0924 -0.1353 -0.3218
F -6.2874 2.5096 1.5934
C -5.4280 2.5580 0.5508
F -6.1529 2.9780 -0.5074
F -4.5388 3.4998 0.8226
C -4.8590 1.1856 0.2969
C -5.7966 0.1800 0.1419
C -5.4076 -1.1345 -0.0670
C -4.0586 -1.3945 -0.0678
N -3.1375 -0.4381 0.0650
C -3.4881 0.8733 0.1881
S -2.1506 1.9762 0.1254
H -6.8485 0.4370 0.1854
H -6.1302 -1.9240 -0.2133
H -3.6748 -2.4022 -0.1794
C 5.7058 -0.3645 0.1436
O 5.2586 -1.6643 -0.2236
C 3.9352 -1.8518 -0.3775
C 3.5612 -3.1517 -0.7958
C 2.2493 -3.4216 -1.0196
C 1.2325 -2.4453 -0.8482
C -0.1308 -2.7164 -1.1901
C -0.6436 -4.1156 -1.3833
O -0.9877 -1.8046 -1.3223
C 1.6134 -1.1502 -0.3512
O 0.7612 -0.2324 -0.0485
C 2.9885 -0.8828 -0.1499
H 6.7892 -0.4048 0.1282
H 5.3630 -0.1032 1.1467
H 5.3553 0.3865 -0.5660
H 4.3331 -3.8946 -0.9402
H 1.9879 -4.4094 -1.3719
H 0.1199 -4.8508 -1.6134
H -1.4037 -4.1102 -2.1628
H -1.1264 -4.4099 -0.4481
H 3.2409 0.1095 0.1934
C 3.3545 3.2641 1.5237
Te 1.4171 2.8479 0.7227
C 0.8437 4.8996 0.8235
H 3.2356 3.8615 2.4256
H 3.9577 3.8009 0.7948
H 3.8379 2.3214 1.7817
H 1.4879 5.5040 0.1883
H 0.8996 5.2463 1.8541
H -0.1860 4.9735 0.4734
```

Computed properties:
Spin multiplicity: 1
Orbital gap, eV: 7.44
Energy relative to the best compared isomer or geometry (same formula, charge and spin), kcal per mole: 2.6
Energy, hartree: -2105.0990
Total charge: 0

Record 4
An isolated molecule of C17H18F3N3O. Source: the Open Molecules 2025 dataset; level of theory: ωB97M-V/def2-TZVPD.

The geometry in XYZ format:
```
42
C17H18F3N3O | the Open Molecules 2025 dataset | ωB97M-V/def2-TZVPD
C 4.4210 2.2085 -3.5676
H 4.9359 1.6586 -2.7734
O 3.5837 1.3653 -4.3221
C 2.5563 0.7319 -3.6955
C 1.7651 -0.0874 -4.5048
C 0.6893 -0.7640 -3.9682
C 0.3843 -0.6414 -2.6243
C 1.1733 0.1599 -1.8056
C 2.2587 0.8494 -2.3445
H 2.8429 1.4939 -1.7078
C 0.8455 0.2739 -0.3799
N -0.4197 0.0908 -0.0442
C -0.7639 0.1842 1.2482
N -2.0531 0.0410 1.5673
C -3.0441 -0.3502 0.5931
H -2.5965 -0.2750 -0.3973
C -3.5238 -1.7736 0.8815
C -4.0515 -1.8629 2.3118
C -2.9738 -1.4078 3.2934
H -3.3580 -1.4175 4.3139
C -2.5052 0.0043 2.9385
H -1.6827 0.3189 3.5796
H -3.3385 0.7082 3.0451
H -2.1213 -2.0876 3.2434
H -4.3546 -2.8869 2.5361
H -4.9307 -1.2223 2.4148
H -4.3025 -2.0480 0.1689
H -2.6867 -2.4630 0.7564
H -3.8889 0.3447 0.6626
N 0.1011 0.4437 2.2468
C 1.3596 0.6121 1.8955
C 1.8212 0.5428 0.5939
H 2.8641 0.6616 0.3611
C 2.3260 0.8623 3.0283
F 3.2797 1.7493 2.6883
F 2.9786 -0.2627 3.3807
F 1.7421 1.3295 4.1328
H -0.4528 -1.1646 -2.1914
H 0.0829 -1.3916 -4.6038
H 2.0166 -0.1683 -5.5503
H 3.8638 3.0436 -3.1312
H 5.1568 2.5963 -4.2700
```

Computed properties:
Spin multiplicity: 1
SMILES: COc1cccc(-c2cc(C(F)(F)F)nc(N3CCCCC3)n2)c1
Orbital gap, eV: 8.51
Energy relative to the best compared isomer or geometry (same formula, charge and spin), kcal per mole: 0.0
Energy, hartree: -1197.7539
Total charge: 0

Record 5
A structure of composition C17H18F7N3O5PtSb. Source: the Open Molecules 2025 dataset; level of theory: ωB97M-V/def2-TZVPD.

The geometry in XYZ format:
```
52
C17H18F7N3O5PtSb | the Open Molecules 2025 dataset | ωB97M-V/def2-TZVPD
Pt -0.0091 0.7526 0.6941
F 5.9512 0.2168 -2.2457
C 5.6707 0.2830 -0.9375
C 4.3695 0.2425 -0.5610
C 4.0351 0.2551 0.8043
C 2.6790 0.2031 1.2388
O 1.7663 0.1423 0.3024
C 2.4018 0.1864 2.6009
C 3.4666 0.2615 3.4843
N 4.7322 0.3645 3.1045
C 5.7769 0.4404 4.1246
C 5.5488 1.3073 5.3204
C 6.5390 1.7235 4.2763
C 5.0659 0.3350 1.7493
C 6.4013 0.3958 1.3365
C 6.7419 0.3662 -0.0079
N 8.0714 0.4355 -0.4163
C 9.1409 -0.1422 0.3803
C 10.2232 0.9071 0.6257
N 10.3360 1.7839 -0.6069
C 9.9604 1.0239 -1.8487
C 8.4663 0.7105 -1.8025
C 1.0629 -0.0216 3.2223
O 0.9220 -0.2020 4.3918
O -0.0315 -0.0418 2.4060
H 3.6001 0.1812 -1.3180
H 3.2718 0.2306 4.5484
H 6.2919 -0.5018 4.2597
H 5.9070 0.9364 6.2692
H 4.6292 1.8734 5.3759
H 7.5934 1.6520 4.5047
H 6.2576 2.5482 3.6351
H 7.1671 0.5015 2.0878
H 9.5605 -1.0159 -0.1267
H 8.7746 -0.4968 1.3379
H 11.1973 0.4522 0.7949
H 9.9878 1.5665 1.4582
H 11.2831 2.1578 -0.6851
H 9.7119 2.5872 -0.5110
H 10.5886 0.1361 -1.8650
H 10.2011 1.6341 -2.7160
H 8.2803 -0.1223 -2.4831
H 7.9065 1.5695 -2.1696
O -2.0879 1.1990 1.0314
O -2.8140 1.7240 0.2382
F -0.0572 1.5704 -1.1650
Sb 0.5874 3.5659 -0.9823
F -0.3531 3.2065 0.6584
F 2.0080 2.7462 -0.0432
F 1.1207 5.2780 -0.5636
F 1.5218 3.3071 -2.5534
F -1.0114 3.9489 -1.8136
```

Computed properties:
Spin multiplicity: 4
<S²>: 3.761
Orbital gap (alpha / beta), eV: 8.00 / 5.61
Energy relative to the best compared isomer or geometry (same formula, charge and spin), kcal per mole: 0.0
Energy, hartree: -2257.0281
Total charge: +2

Record 6
An isolated molecule of C17H18FNO3. Source: the Open Molecules 2025 dataset; level of theory: ωB97M-V/def2-TZVPD.

The geometry in XYZ format:
```
40
C17H18FNO3 | the Open Molecules 2025 dataset | ωB97M-V/def2-TZVPD
C 0.1641 3.2278 0.2850
C -1.1255 2.4524 0.2111
O -2.1934 3.0094 0.2947
C -1.0613 0.9395 0.0500
H -1.9020 0.5425 0.6330
C 0.2441 0.3003 0.5862
C 1.2996 0.3323 -0.4642
C 2.6388 0.0520 -0.4080
O 3.1697 0.2343 -1.6304
N 2.2008 0.6264 -2.4967
C 1.0845 0.6865 -1.8218
C -0.2406 1.0724 -2.3647
H -0.3169 2.1584 -2.4495
H -0.3666 0.6431 -3.3589
C -1.3422 0.5368 -1.4383
C -2.7118 1.0455 -1.8900
H -2.7655 2.1288 -1.8626
H -3.4943 0.6513 -1.2435
H -2.8973 0.7086 -2.9075
O -1.2956 -0.8707 -1.5623
H -2.0618 -1.2540 -1.1216
C 3.5191 -0.3896 0.7003
H 3.1864 -1.3542 1.0814
H 4.5400 -0.4761 0.3396
H 3.4848 0.3274 1.5192
C -0.0197 -1.0986 1.1083
C -0.6628 -1.2404 2.3339
C -0.9396 -2.4908 2.8542
C -0.5597 -3.6067 2.1313
C 0.0816 -3.4983 0.9119
C 0.3488 -2.2386 0.4060
H 0.8312 -2.1465 -0.5537
H 0.3627 -4.3882 0.3717
F -0.8223 -4.8329 2.6315
H -1.4371 -2.6077 3.8039
H -0.9509 -0.3610 2.8924
H 0.5813 0.8905 1.4476
H -0.0320 4.2670 0.0313
H 0.5287 3.2007 1.3116
H 0.9330 2.8202 -0.3621
```

Computed properties:
Spin multiplicity: 1
SMILES: CC(=O)[C@@H]1[C@@H](c2ccc(F)cc2)c2c(noc2C)C[C@@]1(C)O
Orbital gap, eV: 9.57
Energy relative to the best compared isomer or geometry (same formula, charge and spin), kcal per mole: 20.0
Energy, hartree: -1038.9228
Total charge: 0